This record from the OMol25 dataset describes C24H18N4O2S in the gas phase in a non-equilibrium geometry. The level of theory is ωB97M-V/def2-TZVPD.

Last column: Mulliken charge in e.
Atoms and positions in Å:
O: 2.77545 1.19080 -0.25789  -0.5763
C: 2.29175 1.41064 0.83113  0.5155
C: 2.09654 2.83825 1.32068  -0.7559
S: 1.10138 3.70905 0.05908  -0.2645
C: -0.12659 2.48163 -0.07730  0.2539
N: -0.61308 1.78754 0.91592  -0.3015
N: -1.43430 0.86918 0.39903  -0.5844
C: -1.46033 1.01773 -0.90061  0.4455
C: -2.21409 0.17219 -1.80860  0.4322
C: -2.23211 -1.20597 -1.59772  -0.5700
C: -2.93397 -2.00643 -2.47971  -0.4304
C: -3.59557 -1.39881 -3.53775  -0.3655
N: -3.61224 -0.09068 -3.72587  -0.6582
C: -2.94507 0.67408 -2.88549  -0.1519
N: -0.63919 2.05525 -1.26766  0.1824
C: -0.20182 2.44528 -2.58900  -1.0039
C: 0.23754 1.23942 -3.35302  0.2400
C: 1.23964 0.34709 -3.10679  0.0165
C: 1.14195 -0.63554 -4.12196  -0.8385
C: 0.09193 -0.26526 -4.90308  -0.5611
O: -0.46460 0.86709 -4.44519  -0.3497
C: 1.78338 0.33133 1.69812  0.5660
C: 1.32243 -0.84333 1.05878  -0.9302
C: 0.80181 -1.87113 1.78475  -0.9290
C: 0.74081 -1.80262 3.19321  1.0764
C: 0.21736 -2.85190 3.97485  -0.7388
C: 0.18927 -2.75977 5.33875  -0.5518
C: 0.68219 -1.61425 5.98397  -0.5510
C: 1.19439 -0.57871 5.25468  -0.8113
C: 1.23567 -0.64159 3.84481  0.6666
C: 1.74342 0.41734 3.07067  -0.6020
H: 1.56183 2.89932 2.26394  0.3924
H: 3.04589 3.37198 1.36152  0.5027
H: -1.69662 -1.61672 -0.75522  0.5730
H: -2.96515 -3.07736 -2.35345  0.4101
H: -4.14569 -1.98064 -4.26541  0.3740
H: -3.01475 1.73742 -3.07225  0.4361
H: -1.00714 2.95055 -3.12908  0.2547
H: 0.63032 3.14445 -2.45231  0.5909
H: 1.95942 0.39894 -2.31451  0.7064
H: 1.77082 -1.49225 -4.24920  0.4716
H: -0.34336 -0.70230 -5.77931  0.5313
H: 1.37696 -0.89252 -0.01901  0.4492
H: 0.43279 -2.75927 1.29204  0.3778
H: -0.16067 -3.73256 3.47565  0.4050
H: -0.21232 -3.56853 5.93148  0.3907
H: 0.65149 -1.55967 7.06219  0.3887
H: 1.57216 0.30642 5.74623  0.4015
H: 2.13004 1.28485 3.58592  0.4751

The charge is 0. The value obtained for the energy relative to the best compared isomer or geometry (same formula, charge and spin) is 18.83 kcal/mol. The value obtained for the HOMO-LUMO gap is 8.240 eV. The calculation puts the highest occupied orbital energy at -8.38 eV. Its structure (SMILES) is O=C(CSc1nnc(-c2cccnc2)n1Cc1ccco1)c1ccc2ccccc2c1. The value obtained for the total energy is -1693.0450 hartree. The calculation puts the molecular weight at 426.5 g/mol.